No. 1
C47H59Ge2IrN6OP | ωB97M-V/def2-TZVPD

Element x y z (Å)
Ir (-0.53, 0.37, -0.06)
Ge (-2.04, -0.14, 2.20)
Ge (-3.44, 1.74, 3.11)
P (1.14, 1.82, -1.50)
O (-6.20, -0.05, -0.15)
N (0.68, -0.95, 0.72)
N (-6.75, 0.29, -2.31)
N (0.43, 1.37, 1.62)
N (-2.32, 1.36, -0.92)
N (-0.96, -1.17, -1.27)
N (1.51, -0.73, 1.64)
C (-5.94, 0.42, -1.24)
C (0.31, 2.57, 2.21)
C (-0.07, 1.58, -4.11)
C (-4.79, 2.45, 1.90)
C (-0.81, -1.48, -3.68)
C (-3.57, -1.41, -3.91)
C (0.20, -0.22, 5.76)
C (-0.56, 0.16, 4.67)
C (0.11, -4.70, -0.92)
C (-0.34, -2.02, 3.72)
C (-2.24, 2.33, -1.86)
C (3.95, 1.50, -0.92)
C (0.80, 2.47, -3.24)
C (2.24, 2.25, 3.58)
C (1.03, -4.58, 0.13)
C (-1.60, -1.26, -2.55)
C (-4.55, 2.19, -2.41)
C (-2.64, -2.89, 1.24)
C (-3.15, -1.66, 1.67)
C (-3.48, -3.96, 0.98)
C (2.34, 4.51, -1.28)
C (-0.84, -0.72, 3.63)
C (-3.53, 0.82, -0.73)
C (2.77, -0.57, -1.64)
C (1.45, 3.44, -0.62)
C (-4.65, 1.17, -1.47)
C (0.71, -1.51, 5.82)
C (1.27, -3.34, 0.69)
C (1.43, 0.57, 2.09)
C (1.18, 3.04, 3.17)
C (-2.79, -1.58, -5.04)
C (-1.40, -1.63, -4.92)
C (-3.31, 2.78, -2.59)
C (-5.38, -2.62, 1.57)
C (2.79, 0.95, -1.75)
C (2.06, 2.82, -4.04)
C (2.35, 0.98, 3.05)
C (-4.53, -1.55, 1.82)
C (-0.32, -2.34, -0.88)
C (0.58, -2.24, 0.19)
C (-0.55, -3.61, -1.43)
C (0.44, -2.41, 4.80)
C (-2.55, 3.33, 3.84)
C (-4.85, -3.83, 1.15)
C (-4.25, 0.82, 4.63)
C (-2.98, -1.25, -2.67)
C (0.13, 4.16, -0.31)
H (-0.24, 4.66, -1.21)
H (-0.52, 3.16, 1.89)
H (-7.63, -0.19, -2.18)
H (-3.50, 0.40, 5.29)
H (-3.60, -1.20, -1.78)
H (-1.04, 1.33, -3.68)
H (-2.17, 4.01, 3.07)
H (-1.76, 3.12, 4.56)
H (4.15, 2.55, -1.10)
H (2.80, -0.91, -0.61)
H (1.01, 4.02, 3.59)
H (-4.98, -0.61, 2.12)
H (0.31, 4.95, 0.42)
H (-5.41, 1.67, 1.47)
H (1.31, -1.82, 6.67)
H (-4.84, 1.55, 5.19)
H (-3.25, -1.71, -6.01)
H (2.44, 1.94, -4.56)
H (0.44, 0.65, -4.33)
H (1.92, 4.87, -2.22)
H (-0.66, 3.51, 0.06)
H (-4.65, -1.41, -4.00)
H (1.54, -5.45, 0.50)
H (2.38, 5.37, -0.61)
H (2.99, 1.15, -2.80)
H (1.91, -1.03, -2.14)
H (-3.34, 3.87, 4.37)
H (1.95, 3.15, 0.31)
H (3.12, 0.28, 3.35)
H (-3.61, 0.01, -0.01)
H (-1.57, -3.03, 1.11)
H (-5.41, 2.52, -2.98)
H (4.85, 0.94, -1.17)
H (-4.92, 0.01, 4.32)
H (-0.08, -5.68, -1.34)
H (-0.25, 2.08, -5.07)
H (1.79, 3.54, -4.82)
H (0.27, -1.53, -3.58)
H (-1.27, -3.73, -2.23)
H (3.37, 4.20, -1.46)
H (-6.50, 0.60, -3.23)
H (2.95, 2.60, 4.32)
H (-6.45, -2.50, 1.69)
H (-1.27, 2.74, -2.02)
H (3.67, -0.96, -2.13)
H (1.96, -3.20, 1.51)
H (-0.79, -1.80, -5.80)
H (3.77, 1.36, 0.15)
H (0.27, 3.42, -3.04)
H (0.39, 0.48, 6.57)
H (2.88, 3.25, -3.47)
H (-5.42, 3.12, 2.49)
H (-3.06, -4.91, 0.66)
H (-5.50, -4.67, 0.96)
H (-0.96, 1.17, 4.64)
H (0.82, -3.42, 4.86)
H (-4.34, 3.04, 1.10)
H (-0.56, -2.75, 2.95)
H (-3.17, 3.58, -3.31)

Results
**E_HOMO (alpha / beta)**: -12.687 / -12.685 eV
**Total charge**: +2
**Gap between HOMO and LUMO (alpha / beta)**: 6.2 / 5.3 eV
**ΔE to the lowest compared entry with this formula, charge and spin**: 0.0 kJ/mol
**2S+1**: 2

No. 2
C6H4AlN2OS | ωB97M-V/def2-TZVPD

Element x y z (Å)
S (-1.39, -1.36, -2.37)
Al (-1.78, -3.91, -2.52)
O (-1.43, -0.71, 2.19)
N (-0.14, -0.23, -2.70)
N (-1.66, -1.39, -0.67)
C (1.32, 1.27, -0.94)
C (-0.54, -0.08, 1.33)
C (-0.68, -0.43, -0.23)
C (1.47, 1.57, 0.62)
C (0.59, 0.95, 1.73)
C (0.22, 0.23, -1.36)
H (0.75, 1.24, 2.83)
H (1.98, 1.78, -1.75)
H (2.29, 2.32, 0.93)
H (-0.97, -1.24, 2.89)

Results
**E_HOMO**: -21.508 eV
**Total charge**: +3
**Gap between HOMO and LUMO**: 4.9 eV
**ΔE to the lowest compared entry with this formula, charge and spin**: 456.5 kJ/mol
**2S+1**: 1

No. 3
C21H49BNO7PS | ωB97M-V/def2-TZVPD

Element x y z (Å)
S (-2.22, 3.95, 4.40)
P (-1.85, 1.02, 1.55)
O (2.10, 1.76, 4.65)
O (3.04, 1.54, -3.88)
O (-1.36, -4.55, -1.26)
O (-2.70, -6.39, -3.29)
O (2.64, 2.30, -0.96)
O (-1.64, -2.99, -3.87)
O (5.61, 2.30, -1.68)
N (0.28, 2.12, 3.32)
C (6.58, 3.26, -1.34)
C (0.48, -0.16, 0.32)
C (-3.12, -6.12, -1.96)
C (-3.36, 4.13, 5.79)
C (-2.10, 2.15, 4.34)
C (-0.86, -0.45, 1.00)
C (1.04, 1.37, 4.23)
C (3.59, 1.25, -0.86)
C (2.67, 3.14, -2.10)
C (-0.48, -3.14, -3.07)
C (-2.74, -4.72, -1.54)
C (2.13, 2.49, -3.35)
C (-3.46, 0.25, 1.99)
C (-2.47, -7.75, -3.53)
C (0.51, 0.00, 4.59)
C (-0.46, -4.47, -2.35)
C (-3.76, 5.60, 5.95)
C (-2.05, -1.65, -4.01)
C (1.03, 2.60, 2.15)
C (5.00, 1.71, -0.55)
C (2.42, 0.51, -4.61)
B (-1.14, 1.76, 3.15)
H (-1.62, 1.81, 5.28)
H (-1.76, -8.17, -2.81)
H (1.17, 2.00, -3.12)
H (-1.52, -0.94, 0.28)
H (2.00, 3.96, -1.86)
H (-2.87, 3.76, 6.69)
H (-0.58, -0.05, 4.63)
H (-1.34, -1.06, -4.59)
H (3.26, 0.65, -0.01)
H (3.18, -0.22, -4.86)
H (0.93, -0.31, 5.55)
H (-3.39, -8.34, -3.50)
H (-3.10, -3.99, -2.27)
H (3.67, 3.55, -2.27)
H (6.17, 4.02, -0.67)
H (3.58, 0.62, -1.75)
H (0.86, -0.70, 3.82)
H (-3.25, 6.24, 5.22)
H (-0.43, -2.33, -2.32)
H (0.96, 3.68, 2.07)
H (1.95, 3.27, -4.10)
H (-3.24, -4.53, -0.59)
H (-4.29, 0.86, 1.63)
H (-3.60, 0.05, 3.05)
H (0.74, -0.98, -0.34)
H (-2.04, -7.84, -4.53)
H (7.46, 2.81, -0.87)
H (-4.22, -6.21, -1.90)
H (6.89, 3.74, -2.27)
H (0.63, 2.17, 1.23)
H (-0.61, -5.29, -3.06)
H (-3.53, 5.98, 6.94)
H (-3.10, 1.73, 4.28)
H (-4.22, 3.49, 5.61)
H (1.28, -0.06, 1.05)
H (-3.52, -0.71, 1.47)
H (2.08, 2.35, 2.26)
H (-2.18, -1.17, -3.03)
H (-4.83, 5.73, 5.78)
H (0.41, -3.07, -3.71)
H (-2.67, -6.84, -1.27)
H (-3.01, -1.66, -4.52)
H (1.96, 0.88, -5.53)
H (0.53, -4.57, -1.91)
H (5.58, 0.83, -0.24)
H (0.43, 0.76, -0.28)
H (1.64, 0.02, -4.01)
H (-0.72, -1.16, 1.83)
H (4.97, 2.41, 0.29)

Results
**E_HOMO**: -7.931 eV
**Total charge**: 0
**Gap between HOMO and LUMO**: 8.3 eV
**2S+1**: 1

No. 4
C14H20F9N2O3S | ωB97M-V/def2-TZVPD

Element x y z (Å)
S (2.02, -0.48, -1.08)
F (3.42, 0.41, 3.31)
F (4.39, 3.05, 2.85)
F (1.40, 1.19, 2.94)
F (3.04, 2.69, 4.54)
F (3.80, -1.01, 0.68)
F (2.28, 3.69, 2.73)
F (2.09, 2.01, 0.49)
F (1.78, -0.96, 1.50)
F (4.20, 1.45, 0.81)
O (2.81, 0.45, -1.84)
O (2.22, -1.86, -1.40)
O (-3.17, 0.43, -0.88)
N (-2.51, -0.55, -0.39)
N (0.57, 2.12, -2.18)
C (2.63, -0.33, 0.67)
C (2.71, 1.34, 2.65)
C (-0.02, 0.79, -2.37)
C (-0.44, -1.50, -1.47)
C (3.13, 2.74, 3.19)
C (-1.58, -0.16, 0.70)
C (-2.39, -2.94, -0.88)
C (0.23, -0.14, -1.16)
C (-0.36, 0.55, 0.09)
C (-1.98, -1.53, -1.36)
C (-2.65, -1.36, -2.72)
C (2.92, 1.14, 1.14)
C (-2.30, 0.86, 1.59)
C (-1.20, -1.33, 1.60)
H (-2.21, -2.06, -3.42)
H (-1.10, 0.87, -2.42)
H (-3.24, 0.45, 1.93)
H (0.34, 0.68, 0.90)
H (-2.08, -1.75, 2.06)
H (-0.15, 2.76, -1.89)
H (-0.19, -1.76, -2.49)
H (-2.58, -0.36, -3.11)
H (-2.20, -3.64, -1.70)
H (-0.70, 1.54, -0.17)
H (0.39, 0.32, -3.26)
H (-0.62, -2.08, 1.10)
H (-0.03, -2.28, -0.84)
H (-3.70, -1.63, -2.63)
H (-0.56, -0.93, 2.39)
H (0.93, 2.47, -3.05)
H (-3.46, -2.95, -0.70)
H (-1.82, -3.27, -0.02)
H (-1.67, 1.03, 2.46)
H (-2.44, 1.81, 1.09)

Results
**E_HOMO (alpha / beta)**: -8.636 / -9.730 eV
**Total charge**: 0
**Gap between HOMO and LUMO (alpha / beta)**: 9.3 / 9.9 eV
**2S+1**: 2

No. 5
C5H7NO2 | ωB97M-V/def2-TZVPD

Element x y z (Å)
O (-1.82, 1.14, 0.00)
O (-1.20, -0.98, -0.24)
N (1.33, 1.67, -0.11)
C (1.11, -0.63, -0.90)
C (-1.02, 0.29, -0.07)
C (0.67, -0.58, 1.25)
C (0.47, 0.42, 0.09)
C (0.10, -1.50, -0.08)
H (1.68, -0.84, 1.62)
H (1.17, -0.49, -2.04)
H (2.23, -1.00, -0.63)
H (0.05, -2.63, -0.05)
H (1.13, 2.22, 0.77)
H (0.71, 2.17, -0.80)
H (-0.07, -0.43, 2.03)

Results
**E_HOMO**: -9.957 eV
**Total charge**: 0
**Gap between HOMO and LUMO**: 10.8 eV
**ΔE to the lowest compared entry with this formula, charge and spin**: 265.1 kJ/mol
**2S+1**: 1

No. 6
C14H17N3O3 | ωB97M-V/def2-TZVPD

Element x y z (Å)
O (0.25, -5.74, 1.75)
O (-0.95, -4.00, 2.43)
O (1.34, -2.05, 0.85)
N (1.30, 3.96, 0.34)
N (-0.38, -0.22, 2.15)
N (-0.58, -2.79, -0.11)
C (-0.34, -4.73, 1.55)
C (0.80, 1.83, -0.10)
C (0.24, -1.80, 0.46)
C (1.67, 2.74, 0.56)
C (-0.17, -4.25, -0.09)
C (-0.24, -0.40, 0.68)
C (1.18, -4.55, -0.64)
C (0.05, 2.69, -1.00)
C (0.93, 0.40, -0.05)
C (-1.51, 4.87, -2.00)
C (0.19, 4.00, -0.46)
C (-1.03, 2.55, -1.84)
C (-0.54, 5.10, -0.95)
C (-1.79, 3.60, -2.48)
H (-1.62, -2.63, -0.21)
H (-0.41, 6.12, -0.49)
H (-1.21, -4.44, 3.19)
H (-2.05, 5.75, -2.27)
H (-1.34, -0.25, 0.11)
H (0.54, 0.06, 2.50)
H (1.86, 4.78, 0.74)
H (-0.97, 0.63, 2.38)
H (1.76, 0.11, 0.55)
H (0.96, -0.25, -0.95)
H (1.82, -4.67, 0.25)
H (1.51, -3.64, -1.14)
H (-2.61, 3.40, -3.13)
H (2.51, 2.50, 1.27)
H (1.23, -5.48, -1.19)
H (-1.37, 1.62, -2.05)
H (-1.01, -4.82, -0.58)

Results
**E_HOMO**: -7.539 eV
**Total charge**: 0
**Gap between HOMO and LUMO**: 8.2 eV
**ΔE to the lowest compared entry with this formula, charge and spin**: 401.5 kJ/mol
**2S+1**: 1

No. 7
C2H3NOS | ωB97M-V/def2-TZVPD

Element x y z (Å)
S (0.26, 1.44, -0.31)
O (-0.84, 1.41, 0.67)
N (-2.52, -1.45, -0.29)
C (1.26, -0.14, -0.11)
C (-2.38, -0.45, 0.26)
H (1.15, -0.19, 0.98)
H (2.18, 0.25, -0.50)
H (0.88, -0.87, -0.71)

Results
**E_HOMO (alpha / beta)**: -9.555 / -10.792 eV
**Total charge**: 0
**Gap between HOMO and LUMO (alpha / beta)**: 6.4 / 9.0 eV
**ΔE to the lowest compared entry with this formula, charge and spin**: 489.1 kJ/mol
**2S+1**: 1

No. 8
C31H64IN2O19P3S5 | ωB97M-V/def2-TZVPD

Element x y z (Å)
I (-3.05, 2.37, -4.07)
S (0.14, 9.03, -4.42)
S (-1.78, -6.06, -2.31)
S (1.13, -2.48, 3.79)
S (5.49, 0.31, 2.80)
S (1.14, -3.23, 8.62)
P (-3.33, 2.13, -0.73)
P (-0.51, 4.20, -0.91)
P (-5.29, 2.76, -1.56)
O (-6.32, 2.89, -0.11)
O (-0.40, 4.58, -4.15)
O (5.08, -0.58, 3.86)
O (-0.58, -2.01, -2.83)
O (-1.42, -0.37, 0.70)
O (0.72, -3.61, 4.59)
O (-5.28, 4.22, -2.16)
O (-6.06, 1.56, -2.54)
O (1.02, 10.17, -4.47)
O (-3.06, -1.07, -4.51)
O (-0.25, 4.02, 0.80)
O (-2.58, -5.17, -1.49)
O (-1.90, 5.17, -1.29)
O (2.21, -2.33, 8.22)
O (4.98, 1.67, 2.68)
O (-0.71, -5.58, -3.15)
O (0.63, 7.67, -4.31)
O (1.73, -2.63, 2.48)
O (-0.19, -2.76, 8.93)
N (-0.26, 1.58, -0.57)
N (-0.12, 3.43, -6.62)
C (1.51, -5.82, 8.13)
C (-2.42, 9.50, -3.90)
C (-2.23, -8.43, -1.31)
C (-0.09, -0.44, 4.88)
C (1.24, -5.64, 9.63)
C (1.01, -4.55, 7.43)
C (1.40, -0.11, 4.97)
C (5.28, -0.53, 1.23)
C (-0.24, -1.35, 3.67)
C (-3.69, -1.44, -3.25)
C (-2.34, 8.74, -5.22)
C (-0.61, 2.46, -1.79)
C (0.31, 2.49, -5.52)
C (-2.88, -7.09, -3.27)
C (7.27, 0.36, 2.76)
C (-1.15, -7.36, -1.26)
C (-0.98, 9.10, -5.81)
C (7.66, -0.78, 1.83)
C (6.68, -0.71, 0.65)
C (-2.67, -8.51, -2.77)
C (-3.04, -0.88, -1.87)
C (-0.53, -0.56, -2.68)
C (0.51, 3.44, -4.16)
C (-1.81, 0.16, -1.95)
C (2.17, -1.42, 4.79)
C (1.72, -4.24, 9.97)
C (0.65, 2.59, -2.78)
C (0.03, -2.72, -1.67)
C (-2.05, 1.80, -2.17)
C (-1.10, 9.29, -3.16)
C (-1.17, 0.34, -0.41)
H (8.70, -0.70, 1.50)
H (-0.13, -0.78, 2.74)
H (0.16, -5.72, 9.82)
H (1.20, -2.52, -1.61)
H (-1.16, 3.46, -6.76)
H (-3.59, -9.11, -2.88)
H (-3.67, -2.64, -3.21)
H (-0.83, 10.16, -2.56)
H (-0.65, 8.41, -6.59)
H (0.40, 3.16, -7.49)
H (-2.96, 3.24, 0.09)
H (-0.04, -4.65, 7.14)
H (-2.06, 5.80, -0.50)
H (-2.64, -1.84, -1.28)
H (2.34, -1.92, 5.75)
H (0.15, 5.45, -4.18)
H (-1.89, -9.00, -3.36)
H (-1.86, -9.39, -0.94)
H (-0.38, 1.56, -5.34)
H (7.57, 1.33, 2.34)
H (6.93, 0.15, 0.02)
H (-1.18, -1.90, 3.66)
H (1.65, 0.37, 5.92)
H (-0.70, 0.46, 4.79)
H (1.01, -6.71, 7.74)
H (2.58, -5.93, 7.97)
H (-6.68, 1.94, 0.02)
H (1.32, -3.86, 10.91)
H (-0.49, -0.11, -3.79)
H (4.80, -1.49, 1.43)
H (3.12, -1.26, 4.28)
H (-2.57, 10.56, -4.09)
H (1.38, 2.07, -5.83)
H (7.67, 0.25, 3.76)
H (-0.97, 10.13, -6.19)
H (1.67, 0.59, 4.17)
H (-3.97, -0.56, -1.20)
H (-5.39, 0.86, -2.79)
H (-0.96, -6.98, -0.26)
H (6.74, -1.60, 0.03)
H (1.60, 3.92, -4.35)
H (1.19, 1.57, -3.08)
H (0.52, -0.31, -2.21)
H (-2.39, 7.66, -5.04)
H (-0.22, -7.72, -1.71)
H (0.78, 1.32, -0.59)
H (-3.15, 9.01, -5.90)
H (2.82, -4.19, 9.98)
H (0.67, 3.58, 0.96)
H (-3.08, -8.13, -0.68)
H (1.75, -6.40, 10.23)
H (-1.13, 8.40, -2.53)
H (1.62, -4.32, 6.55)
H (-3.90, -6.74, -3.10)
H (-3.27, 9.15, -3.29)
H (-0.13, -3.90, -1.72)
H (-3.29, -1.71, -5.26)
H (4.65, 0.08, 0.58)
H (-0.41, -2.39, -0.63)
H (1.50, 3.15, -2.15)
H (-0.41, -0.97, 5.79)
H (-4.85, -1.18, -3.35)
H (7.54, -1.74, 2.35)
H (-2.63, -6.99, -4.33)

Results
**E_HOMO**: -7.729 eV
**Total charge**: 0
**Gap between HOMO and LUMO**: 7.4 eV
**2S+1**: 1

No. 9
C3H6F2N2 | ωB97M-V/def2-TZVPD

Element x y z (Å)
F (-1.83, -1.04, 0.45)
F (-2.84, 0.93, 0.72)
N (-1.98, 0.45, -1.39)
N (1.50, 1.73, 0.83)
C (0.83, 0.72, 0.85)
C (-1.96, 0.23, -0.05)
C (1.03, -0.76, 0.96)
H (-1.53, -0.26, -1.95)
H (1.90, -1.09, 1.59)
H (1.35, -1.12, -0.14)
H (1.04, 2.63, 0.79)
H (0.08, -1.22, 1.26)
H (-2.94, 0.72, -1.87)

Results
**E_HOMO (alpha / beta)**: -7.013 / -7.648 eV
**Total charge**: 0
**Gap between HOMO and LUMO (alpha / beta)**: 7.5 / 8.3 eV
**ΔE to the lowest compared entry with this formula, charge and spin**: 395.3 kJ/mol
**2S+1**: 1

| no. | DFT total energy (eV) |
| --- | --- |
| 1 | -185833.000 |
| 2 | -28705.616 |
| 3 | -59191.710 |
| 4 | -59255.050 |
| 5 | -10880.870 |
| 6 | -25404.642 |
| 7 | -16490.130 |
| 8 | -165202.182 |
| 9 | -11619.237 |